(1)
Molecular formula: C26H26FN5PdSi
Method: DFT, ωB97M-V/def2-TZVPD

As for the HOMO energy (alpha / beta): -0.2680 / -0.2680 hartree. Its spin multiplicity is 1. The value obtained for the HOMO-LUMO gap (alpha / beta) is 6.099 / 6.101 eV. The lowest unoccupied orbital energy (alpha / beta) comes out at -1.19 / -1.19 eV. The electronic energy comes out at -48908.85500 eV.

Last column: Mulliken charge in e.
Positions of all 60 atoms, in Å:
Pd  -0.27  -0.21  0.73  0.609
C  -2.84  -0.92  -2.77  -0.525
C  -1.76  -0.77  -3.54  -1.093
C  -0.35  -1.15  -3.21  0.415
C  -0.62  -2.57  -1.06  0.328
C  -2.01  -2.12  -0.69  -0.981
C  -2.92  -1.46  -1.41  -0.267
N  0.34  -1.84  -0.20  0.396
C  1.19  -2.55  0.57  0.563
C  1.80  -3.78  0.17  -0.841
C  2.72  -4.38  0.99  -0.671
C  3.08  -3.84  2.25  -0.686
C  2.47  -2.69  2.68  -0.421
C  1.52  -2.08  1.86  0.143
N  0.70  -1.02  2.26  0.741
N  0.81  -0.51  3.41  -1.120
C  -0.16  0.54  3.59  0.101
C  -0.25  1.09  4.86  -0.432
C  -1.25  2.01  5.10  -0.300
C  -2.12  2.34  4.07  -0.935
C  -1.93  1.77  2.82  -0.571
N  -0.96  0.90  2.57  0.172
H  -3.78  -0.55  -3.17  0.318
H  -1.91  -0.29  -4.50  0.414
H  0.18  -1.24  -4.17  0.538
H  -2.31  -2.42  0.31  0.384
H  -3.87  -1.28  -0.92  0.352
H  1.57  -4.20  -0.79  0.358
H  3.19  -5.29  0.66  0.396
H  3.82  -4.34  2.86  0.385
H  2.69  -2.26  3.65  0.453
H  0.45  0.77  5.62  0.508
H  -1.35  2.46  6.08  0.393
H  -2.94  3.04  4.22  0.420
H  -2.56  2.03  1.98  0.796
C  -0.24  -2.51  -2.53  -1.633
Si  0.54  0.33  -2.43  -0.048
C  0.46  1.69  -3.71  -1.289
C  2.35  -0.13  -2.21  -1.236
N  -0.32  0.87  -1.04  -0.189
C  -0.22  2.18  -0.59  0.545
C  0.96  2.94  -0.59  0.017
C  1.02  4.24  -0.09  -0.991
C  -0.12  4.83  0.44  -0.517
C  -1.32  4.12  0.43  -0.135
C  -1.34  2.85  -0.09  0.092
F  -2.53  2.20  -0.11  -0.417
H  -0.84  -3.25  -3.07  0.360
H  -0.57  -3.63  -0.76  0.823
H  0.80  -2.85  -2.60  0.469
H  0.87  1.34  -4.66  0.423
H  1.03  2.57  -3.41  0.364
H  -0.57  2.00  -3.88  0.324
H  2.71  -0.70  -3.07  0.376
H  2.51  -0.72  -1.31  0.275
H  2.97  0.77  -2.15  0.414
H  1.86  2.49  -0.98  0.341
H  1.96  4.77  -0.10  0.408
H  -0.09  5.84  0.84  0.394
H  -2.24  4.56  0.79  0.491

---

(2)
Molecular formula: C26H26FeN4O2S2
Method: DFT, ωB97M-V/def2-TZVPD

As for the HOMO energy (alpha / beta): -0.3866 / -0.3948 hartree. Its spin multiplicity is 6. The value obtained for the HOMO-LUMO gap (alpha / beta) is 7.534 / 5.231 eV. The net charge is +1. The lowest unoccupied orbital energy (alpha / beta) comes out at -2.99 / -5.51 eV. The electronic energy comes out at -93491.83810 eV. For the energy above the lowest of the compared OMol25 structures with the same formula, charge and spin, the calculation gives 4.53 kcal/mol.

Last column: Mulliken spin population.
Positions of all 61 atoms, in Å:
Fe  0.22  0.13  0.24  3.704
C  -1.53  -3.34  0.33  0.004
C  -0.24  -3.44  -0.42  -0.040
C  0.46  -4.61  -0.33  -0.005
C  1.62  -4.79  -1.05  0.014
C  2.05  -3.84  -1.92  -0.006
C  1.42  -2.60  -2.06  -0.015
C  1.77  -1.67  -3.17  -0.002
C  0.27  -2.43  -1.24  0.002
N  -0.41  -1.19  -1.19  0.084
C  -1.48  -0.93  -1.95  0.036
O  -2.02  -1.71  -2.73  0.027
C  -2.07  0.44  -1.53  0.008
C  -3.36  0.87  -1.72  -0.002
C  -3.70  2.10  -1.16  0.008
C  -2.85  2.80  -0.31  -0.011
C  -1.58  2.31  -0.21  0.010
N  -1.25  1.18  -0.80  0.051
C  -0.41  2.95  0.62  -0.063
O  -0.50  3.90  1.34  0.082
N  0.74  2.22  0.44  0.426
C  2.00  2.68  0.19  0.181
C  2.26  4.01  -0.27  0.165
C  1.19  5.00  -0.61  0.005
C  3.57  4.37  -0.57  -0.070
C  4.59  3.48  -0.33  0.227
C  4.36  2.17  0.18  -0.036
C  3.08  1.73  0.32  0.084
C  2.97  0.31  0.81  0.042
H  -1.59  -4.11  1.18  0.000
H  -2.39  -3.51  -0.32  0.001
H  -1.73  -2.38  0.78  0.009
H  0.11  -5.40  0.35  0.000
H  2.23  -5.66  -0.87  0.001
H  2.95  -4.06  -2.51  0.000
H  2.38  -2.19  -3.91  0.000
H  2.29  -0.78  -2.91  0.002
H  0.84  -1.27  -3.69  0.000
H  -4.08  0.35  -2.36  0.000
H  -4.65  2.53  -1.40  0.000
H  -3.14  3.75  0.18  0.000
H  0.36  4.53  -1.14  0.004
H  1.62  5.82  -1.20  0.002
H  0.81  5.47  0.25  0.010
H  3.78  5.34  -1.01  0.004
H  5.63  3.75  -0.58  0.005
H  5.19  1.58  0.50  0.002
H  3.98  -0.08  0.77  0.004
H  2.46  -0.35  0.11  -0.002
H  2.54  0.20  1.80  0.002
S  0.16  -0.49  2.61  0.031
C  -1.48  -0.82  2.86  0.003
N  -1.90  -1.79  3.61  0.007
C  -3.30  -2.06  3.69  0.000
C  -3.96  -1.06  2.72  0.000
S  -2.72  0.13  2.18  0.004
H  -1.22  -2.40  4.08  0.000
H  -3.68  -1.86  4.70  0.000
H  -3.56  -3.09  3.49  0.000
H  -4.77  -0.51  3.22  0.000
H  -4.31  -1.64  1.89  0.000

---

(3)
Molecular formula: C26H26N3OS2SiTc
Method: DFT, ωB97M-V/def2-TZVPD

As for the HOMO energy (alpha / beta): -0.4295 / -0.4310 hartree. Its spin multiplicity is 2. The value obtained for the HOMO-LUMO gap (alpha / beta) is 6.869 / 6.908 eV. The net charge is +1. The lowest unoccupied orbital energy (alpha / beta) comes out at -4.82 / -4.82 eV. The electronic energy comes out at -65643.40783 eV. For the energy above the lowest of the compared OMol25 structures with the same formula, charge and spin, the calculation gives 0.00 kcal/mol.

Last column: Mulliken spin population.
Positions of all 60 atoms, in Å:
Tc  -0.76  -0.85  -0.43  1.032
C  -0.74  4.32  -1.80  0.000
C  -0.83  2.83  -1.96  -0.004
C  0.29  2.09  -2.35  0.009
C  0.19  0.76  -2.69  -0.002
C  -1.06  0.11  -2.64  -0.022
C  -2.16  0.81  -2.11  0.011
C  -2.03  2.15  -1.78  0.014
H  -0.77  4.78  -2.79  0.000
H  0.19  4.61  -1.33  0.000
H  -1.57  4.71  -1.22  0.000
H  1.25  2.60  -2.45  0.000
H  1.05  0.23  -3.08  -0.003
H  -1.21  -0.82  -3.18  0.001
H  -3.13  0.33  -2.06  -0.002
H  -2.90  2.69  -1.42  0.002
S  -1.80  -1.59  1.41  -0.011
C  -2.36  -3.20  1.03  0.022
C  -2.82  -4.00  2.12  -0.003
N  -3.19  -4.62  3.02  0.008
C  -2.35  -3.62  -0.25  0.012
S  -1.80  -2.55  -1.51  0.034
C  -2.82  -4.91  -0.65  0.000
N  -3.20  -5.94  -1.00  0.006
C  3.69  -1.59  -1.21  0.000
Si  2.05  -2.45  -1.00  0.002
C  2.06  -4.05  -0.05  0.000
C  1.35  -2.79  -2.69  0.005
N  1.00  -1.24  -0.05  -0.076
C  1.50  -0.66  1.14  0.005
C  2.56  -1.18  1.87  -0.012
C  2.95  -0.60  3.07  0.010
C  2.25  0.49  3.57  -0.018
C  1.18  1.02  2.88  0.008
C  0.83  0.45  1.67  0.006
O  -0.25  0.89  0.89  -0.033
C  -0.93  2.07  1.28  0.010
C  -0.24  3.27  1.27  -0.003
C  -0.92  4.42  1.65  0.000
C  -2.26  4.35  2.01  0.000
C  -2.92  3.13  2.01  0.003
C  -2.25  1.97  1.65  0.001
H  4.31  -2.18  -1.89  0.000
H  4.26  -1.44  -0.29  0.000
H  3.54  -0.61  -1.67  0.000
H  2.52  -4.82  -0.67  0.000
H  1.02  -4.36  0.13  0.000
H  2.57  -4.04  0.91  0.000
H  2.18  -3.25  -3.25  0.000
H  1.03  -1.92  -3.26  -0.001
H  0.53  -3.51  -2.67  -0.001
H  3.09  -2.05  1.52  0.000
H  3.78  -1.03  3.62  0.000
H  2.54  0.92  4.52  -0.001
H  0.63  1.86  3.28  0.001
H  0.80  3.31  0.99  0.000
H  -0.40  5.37  1.65  0.000
H  -2.79  5.25  2.30  0.000
H  -3.96  3.08  2.30  0.000
H  -2.75  1.01  1.67  -0.010

---

(4)
Molecular formula: C26H26N4O5
Method: DFT, ωB97M-V/def2-TZVPD

As for the HOMO energy: -0.2798 hartree. Its spin multiplicity is 1. The value obtained for the HOMO-LUMO gap is 5.160 eV. The lowest unoccupied orbital energy comes out at -2.45 eV. The electronic energy comes out at -43577.13364 eV. For the energy above the lowest of the compared OMol25 structures with the same formula, charge and spin, the calculation gives 180.07 kcal/mol.

Last column: Mulliken charge in e.
Positions of all 61 atoms, in Å:
N  0.04  0.37  2.52  -0.213
C  -1.10  -0.44  2.62  0.322
O  -2.27  -0.08  2.73  -0.674
C  -0.63  -1.87  2.57  -0.582
C  0.70  -1.87  2.52  -0.355
C  1.18  -0.44  2.50  0.163
O  2.36  -0.09  2.49  -0.673
H  -1.32  -2.70  2.59  0.431
H  1.39  -2.70  2.49  0.441
C  -3.91  7.61  6.66  -0.938
N  -3.21  6.37  6.42  0.268
C  -2.95  5.49  7.43  0.237
O  -3.20  5.67  8.62  -0.696
C  -2.26  4.28  6.80  -0.001
C  -3.08  3.00  6.89  -0.652
C  -3.30  2.58  8.33  0.480
C  -4.60  2.50  8.84  -0.358
C  -4.80  2.21  10.18  -0.600
C  -3.71  1.97  11.02  -0.396
C  -2.41  2.03  10.51  -0.733
C  -2.20  2.34  9.16  -0.226
N  -2.06  4.73  5.42  0.608
C  -1.46  3.92  4.53  0.200
C  -1.25  4.29  3.21  0.950
C  -0.67  3.52  2.23  -0.346
C  -0.42  4.01  0.89  0.575
C  -0.88  5.30  0.45  -0.504
C  -0.70  5.73  -0.87  -0.281
N  -1.23  6.98  -1.30  0.972
O  -1.05  7.30  -2.50  -0.604
O  -1.85  7.71  -0.49  -0.586
C  -0.02  4.94  -1.81  -0.397
C  0.48  3.70  -1.39  -0.635
C  0.29  3.24  -0.08  -0.412
C  -2.66  6.05  5.13  0.281
C  -3.78  6.01  4.07  -1.559
C  -1.66  7.14  4.68  -1.524
H  -4.25  7.65  7.70  0.373
H  -3.23  8.45  6.45  0.302
H  -4.77  7.69  5.99  0.301
H  -1.29  4.15  7.31  0.322
H  -4.04  3.14  6.37  0.349
H  -2.51  2.23  6.36  0.492
H  -5.44  2.68  8.16  0.318
H  -5.82  2.20  10.59  0.361
H  -3.87  1.75  12.08  0.361
H  -1.55  1.87  11.17  0.364
H  -1.19  2.41  8.76  0.359
H  -1.12  2.95  4.89  0.605
H  -1.61  5.28  2.94  -1.558
H  -0.39  2.48  2.46  0.735
H  -1.40  5.98  1.13  0.519
H  0.08  5.31  -2.82  0.490
H  1.02  3.10  -2.13  0.382
H  0.70  2.28  0.22  0.541
H  -4.60  5.36  4.39  0.324
H  -4.16  7.03  3.92  0.500
H  -3.42  5.67  3.09  0.413
H  -0.90  7.32  5.46  0.357
H  -1.14  6.88  3.75  0.313
H  -2.20  8.07  4.50  0.495

---

(5)
Molecular formula: C26H26N4O5
Method: DFT, ωB97M-V/def2-TZVPD

Its SMILES is O=C(CCCCn1c(=O)c2ccccc2n(CC(=O)Nc2ccccc2)c1=O)NCc1ccco1. As for the HOMO energy: -0.3071 hartree. Its spin multiplicity is 1. The value obtained for the HOMO-LUMO gap is 8.842 eV. The lowest unoccupied orbital energy comes out at 0.49 eV. The electronic energy comes out at -43584.94233 eV. For the energy above the lowest of the compared OMol25 structures with the same formula, charge and spin, the calculation gives 0.00 kcal/mol.

Last column: Mulliken charge in e.
Positions of all 61 atoms, in Å:
O  0.54  -0.25  0.13  -0.260
C  1.17  0.75  0.42  0.361
N  1.11  1.87  -0.33  -0.173
H  1.62  2.70  -0.05  0.338
C  0.28  1.97  -1.50  0.163
C  -0.73  3.07  -1.38  -0.054
C  -1.30  3.66  -0.29  -0.065
C  -2.18  4.64  -0.79  -0.796
C  -2.08  4.58  -2.14  -0.535
O  -1.20  3.63  -2.51  -0.437
H  -2.56  5.13  -2.93  0.498
H  -2.80  5.30  -0.22  0.478
H  -1.14  3.41  0.74  0.593
H  -0.22  1.00  -1.62  -0.260
H  0.89  2.15  -2.40  0.385
C  2.11  0.82  1.61  -1.160
H  3.06  0.40  1.28  0.388
H  2.28  1.86  1.91  0.490
C  1.58  0.00  2.79  -0.117
C  0.34  0.63  3.45  -0.829
H  0.57  0.92  4.48  0.395
H  0.04  1.54  2.91  0.350
C  -0.87  -0.30  3.50  -1.248
N  -1.44  -0.53  2.17  0.142
C  -1.12  -1.70  1.52  0.359
O  -0.42  -2.55  2.05  -0.713
N  -1.67  -1.90  0.28  0.239
C  -2.31  -0.90  -0.41  1.392
C  -2.64  -1.01  -1.77  -1.238
C  -3.34  0.01  -2.39  -0.929
C  -3.73  1.15  -1.70  -0.787
C  -3.37  1.28  -0.38  -0.545
C  -2.65  0.28  0.27  0.919
C  -2.19  0.50  1.63  0.079
O  -2.40  1.51  2.27  -0.680
H  -3.63  2.16  0.19  0.593
H  -4.29  1.92  -2.20  0.437
H  -3.57  -0.09  -3.44  0.445
H  -2.33  -1.86  -2.35  0.385
C  -1.35  -3.17  -0.36  -1.525
H  -2.19  -3.47  -1.00  0.546
H  -1.20  -3.91  0.42  0.492
C  -0.07  -3.03  -1.21  0.824
O  -0.11  -3.01  -2.43  -0.665
N  1.02  -2.94  -0.43  -0.052
C  2.32  -2.56  -0.79  0.439
C  3.25  -2.41  0.23  -0.238
C  4.54  -2.01  -0.05  -0.635
C  4.92  -1.76  -1.36  -0.504
C  4.00  -1.91  -2.38  -0.686
C  2.70  -2.31  -2.11  -0.448
H  1.99  -2.43  -2.90  0.495
H  4.29  -1.72  -3.40  0.394
H  5.93  -1.45  -1.58  0.401
H  5.26  -1.89  0.75  0.404
H  2.95  -2.60  1.25  0.355
H  0.85  -2.95  0.57  0.218
H  -0.59  -1.27  3.91  0.478
H  -1.66  0.15  4.10  0.522
H  2.37  -0.11  3.53  0.636
H  1.33  -0.99  2.42  -0.054

---

(6)
Molecular formula: C26H26N7S2Tc
Method: DFT, ωB97M-V/def2-TZVPD

As for the HOMO energy (alpha / beta): -0.6155 / -0.6306 hartree. Its spin multiplicity is 4. The value obtained for the HOMO-LUMO gap (alpha / beta) is 7.518 / 6.853 eV. The net charge is +3. The lowest unoccupied orbital energy (alpha / beta) comes out at -9.23 / -10.31 eV. The electronic energy comes out at -61659.61385 eV. For the energy above the lowest of the compared OMol25 structures with the same formula, charge and spin, the calculation gives 10.36 kcal/mol.

Last column: Mulliken spin population.
Positions of all 62 atoms, in Å:
Tc  0.02  0.07  -0.16  2.061
C  0.30  3.06  -0.08  0.011
N  1.08  1.87  0.34  -0.064
C  2.42  1.80  -0.32  -0.029
C  2.89  0.39  -0.58  0.032
C  4.23  0.10  -0.75  -0.001
C  4.60  -1.19  -1.12  0.010
C  3.62  -2.15  -1.32  -0.001
C  2.30  -1.80  -1.11  0.027
N  1.95  -0.56  -0.75  -0.057
C  1.19  1.93  1.83  -0.023
C  1.46  0.58  2.40  0.051
C  2.22  0.37  3.53  0.002
C  2.38  -0.92  4.01  0.013
C  1.78  -1.97  3.32  0.001
C  1.03  -1.68  2.20  0.013
N  0.84  -0.43  1.75  -0.078
C  -1.17  2.79  0.08  0.053
C  -2.08  3.83  0.16  -0.002
C  -3.44  3.53  0.17  0.015
C  -3.84  2.21  0.09  0.012
C  -2.88  1.22  0.03  0.031
N  -1.56  1.50  0.04  -0.034
H  0.51  3.28  -1.13  -0.004
H  0.60  3.94  0.49  0.000
H  3.16  2.36  0.26  0.001
H  2.34  2.30  -1.29  -0.001
H  4.98  0.86  -0.60  0.001
H  5.65  -1.44  -1.26  0.000
H  3.87  -3.16  -1.61  0.001
H  1.50  -2.52  -1.23  0.001
H  0.23  2.28  2.21  0.000
H  1.95  2.66  2.12  0.000
H  2.69  1.21  4.03  0.001
H  2.97  -1.11  4.90  0.000
H  1.89  -2.99  3.65  0.000
H  0.57  -2.48  1.63  -0.006
H  -1.74  4.85  0.20  0.000
H  -4.17  4.33  0.24  0.000
H  -4.89  1.94  0.08  0.001
H  -3.16  0.18  -0.03  -0.011
C  -3.92  -4.19  2.66  -0.007
S  -2.16  -3.74  2.72  0.438
C  -2.02  -2.47  1.48  -0.046
S  -2.57  -1.11  2.30  0.589
N  -1.45  -2.75  0.36  -0.011
N  -1.19  -1.67  -0.49  -0.081
C  -1.55  -1.87  -1.71  0.027
C  -1.21  -0.87  -2.71  0.045
C  -1.61  -0.99  -4.03  0.005
C  -1.26  0.01  -4.93  0.012
C  -0.50  1.08  -4.48  0.000
C  -0.13  1.12  -3.14  0.023
N  -0.48  0.18  -2.26  -0.040
H  -3.96  -5.18  3.12  0.006
H  -4.26  -4.24  1.64  0.004
H  -4.50  -3.49  3.25  0.014
H  -2.07  -2.78  -1.98  -0.004
H  -2.19  -1.84  -4.34  0.000
H  -1.56  -0.05  -5.97  0.000
H  -0.19  1.87  -5.14  0.000
H  0.48  1.94  -2.77  0.001